133
Properties=species:S:1:pos:R:3:forces:R:3 method="wB97M-V/def2-TZVPD" multiplicity=1 gap_ev=1.4 e_above_lowest_kj_mol=0.0 molar_mass_da=1101.6
C 1.419 2.775 -0.030 0.199 0.053 0.079
C 0.222 1.827 0.036 -0.381 0.312 -0.327
C 0.654 0.475 -0.544 -0.090 -0.120 -0.097
C -0.197 1.673 1.504 -0.148 -0.022 0.083
C -0.953 2.390 -0.793 -0.018 -0.291 0.152
C -2.209 1.635 -0.837 0.190 0.561 -0.305
O -2.331 0.554 -0.192 -0.230 0.042 -0.119
C -3.283 2.205 -1.666 -0.013 -0.253 0.200
C -4.648 1.498 -1.740 0.309 0.190 -0.044
C -5.612 2.244 -2.670 -0.055 -0.041 0.009
C -5.280 1.447 -0.345 0.029 -0.021 0.158
C -4.476 0.075 -2.279 0.073 -0.152 -0.001
C -3.064 3.378 -2.365 0.021 0.146 -0.058
C -1.856 4.072 -2.294 0.153 0.169 -0.056
C -0.822 3.570 -1.505 0.071 0.140 -0.084
H 1.161 3.763 0.372 0.088 -0.130 -0.093
H 2.252 2.381 0.565 -0.175 -0.020 -0.126
H 1.770 2.893 -1.063 -0.014 0.022 0.216
H -0.152 -0.259 -0.442 0.131 0.150 -0.077
H 0.899 0.591 -1.608 -0.027 -0.084 0.189
H 1.548 0.108 -0.026 0.035 0.019 -0.009
H -1.028 0.963 1.588 0.154 0.189 -0.009
H 0.646 1.318 2.108 0.048 -0.014 0.019
H -0.519 2.646 1.901 0.047 -0.170 0.001
H -5.210 2.289 -3.691 -0.170 0.062 0.193
H -6.575 1.715 -2.705 0.204 0.090 0.022
H -5.797 3.263 -2.303 -0.015 -0.199 -0.177
H -4.644 0.880 0.340 -0.088 0.081 -0.093
H -5.404 2.462 0.049 -0.039 -0.129 -0.024
H -6.265 0.969 -0.406 0.070 0.051 0.071
H -3.828 -0.506 -1.618 -0.094 0.085 -0.109
H -5.456 -0.411 -2.349 0.106 -0.011 -0.039
H -4.022 0.105 -3.277 -0.091 -0.053 0.083
H -3.847 3.804 -2.997 0.254 -0.201 0.268
H -1.716 5.002 -2.851 -0.072 -0.297 0.166
H 0.112 4.139 -1.468 -0.387 -0.230 -0.028
F -1.436 -4.082 8.843 -0.132 -0.022 -1.279
C -1.451 -4.088 7.465 -0.009 -0.267 0.307
C -2.482 -3.432 6.795 0.025 -0.282 -0.271
C -2.495 -3.543 5.398 -0.485 0.173 -0.059
F -3.556 -2.985 4.720 1.094 -0.619 0.661
C -1.474 -4.156 4.676 0.556 0.326 0.156
C -0.334 -4.607 5.386 -1.235 -0.084 0.995
C 0.956 -4.817 4.771 1.181 -0.376 0.171
C 2.090 -4.623 5.527 -0.151 0.051 -0.452
C 3.508 -4.721 5.237 -0.135 -0.338 -0.660
C 4.153 -5.751 4.409 -0.134 -0.723 -0.010
C 5.554 -5.704 4.346 0.255 -0.316 -0.243
C 6.245 -6.650 3.606 0.500 0.076 0.213
F 7.620 -6.572 3.570 -1.304 -0.191 -0.021
C 5.604 -7.687 2.928 -0.128 0.254 0.020
C 4.209 -7.712 3.004 -0.116 -0.242 -0.418
F 3.551 -8.669 2.257 0.575 0.869 0.949
C 3.468 -6.804 3.756 0.250 0.152 0.025
Pd 4.525 -2.781 4.769 -0.239 -0.621 0.126
P 4.232 -1.178 6.309 0.341 0.659 0.267
C 3.877 -2.006 7.884 -0.257 0.103 0.541
C 4.907 -2.727 8.516 -0.350 -0.111 0.272
C 4.679 -3.308 9.769 -0.009 0.214 -0.314
C 3.422 -3.194 10.373 -0.033 -0.036 -0.080
C 2.377 -2.550 9.709 0.172 -0.043 -0.039
C 2.603 -1.946 8.471 0.365 -0.071 0.163
C 5.604 -0.056 6.637 0.275 0.511 0.643
C 5.889 0.352 7.954 0.385 0.328 -0.558
C 6.970 1.210 8.187 -0.092 -0.185 -0.183
C 7.751 1.655 7.114 -0.137 0.049 0.023
C 7.440 1.287 5.799 -0.127 -0.134 0.185
C 6.381 0.410 5.559 -0.074 0.031 0.462
C 2.793 -0.146 5.958 -0.481 0.473 0.279
C 2.781 1.248 6.140 -0.260 -0.343 -0.012
C 1.599 1.960 5.916 0.031 -0.074 0.040
C 0.432 1.292 5.534 -0.033 0.054 0.015
C 0.446 -0.091 5.328 0.131 -0.061 0.122
C 1.627 -0.806 5.528 -0.015 0.280 0.130
P 4.495 -2.200 2.574 -0.734 -1.176 -0.280
C 3.039 -2.994 1.857 -0.673 0.206 -0.352
C 1.838 -2.284 1.664 0.275 -0.524 0.081
C 0.682 -2.980 1.303 -0.041 0.025 0.029
C 0.716 -4.369 1.165 0.017 -0.076 -0.004
C 1.909 -5.080 1.356 0.100 0.364 -0.194
C 3.077 -4.388 1.669 -0.412 0.188 0.071
C 4.494 -0.436 2.203 0.117 0.439 0.009
C 5.522 0.158 1.449 -0.253 -0.031 0.219
C 5.608 1.548 1.383 -0.067 0.033 0.035
C 4.673 2.348 2.042 -0.199 -0.177 0.065
C 3.600 1.760 2.718 0.143 -0.047 0.023
C 3.518 0.373 2.811 0.212 -0.041 0.133
C 5.868 -2.995 1.730 0.687 0.322 -0.580
C 5.707 -3.626 0.483 0.345 -0.016 0.283
C 6.746 -4.395 -0.036 0.086 0.139 0.028
C 7.957 -4.489 0.651 -0.031 0.081 0.203
C 8.151 -3.787 1.844 -0.052 0.270 -0.016
C 7.120 -3.007 2.371 -0.235 -0.455 -0.248
C -0.436 -4.752 6.794 0.063 0.720 -0.013
H -3.275 -2.924 7.337 0.141 -0.088 -0.168
H -1.486 -4.204 3.587 -0.067 0.287 0.274
H 0.992 -5.072 3.714 0.126 0.196 0.122
H 1.937 -4.284 6.554 -0.094 0.152 -0.289
H 4.081 -4.529 6.171 0.090 0.213 -0.477
H 6.093 -4.930 4.892 0.029 -0.156 -0.190
H 6.171 -8.437 2.381 -0.213 0.217 0.044
H 2.389 -6.917 3.863 0.338 0.039 -0.185
H 5.885 -2.814 8.035 -0.264 0.062 0.182
H 5.486 -3.838 10.278 -0.247 0.167 -0.152
H 3.264 -3.610 11.368 -0.002 0.032 -0.303
H 1.383 -2.499 10.153 0.276 0.002 -0.042
H 1.805 -1.393 7.980 0.149 -0.155 0.151
H 5.278 -0.005 8.782 0.154 0.133 -0.201
H 7.188 1.525 9.209 0.039 -0.084 -0.354
H 8.610 2.301 7.304 -0.297 -0.134 -0.061
H 8.023 1.683 4.964 -0.135 -0.203 0.289
H 6.147 0.072 4.546 0.045 0.164 0.222
H 3.683 1.768 6.471 -0.262 -0.172 -0.126
H 1.582 3.045 6.068 -0.001 -0.430 -0.071
H -0.500 1.853 5.417 0.376 -0.214 -0.073
H -0.465 -0.624 5.041 0.296 0.242 0.019
H 1.652 -1.888 5.379 -0.055 0.253 -0.035
H 1.819 -1.201 1.797 -0.136 -0.369 -0.123
H -0.250 -2.429 1.131 0.368 -0.209 0.049
H -0.193 -4.912 0.901 0.238 0.183 0.045
H 1.944 -6.165 1.251 -0.078 0.300 -0.063
H 4.028 -4.911 1.761 -0.364 -0.010 0.133
H 6.243 -0.474 0.932 -0.081 0.195 0.148
H 6.407 2.019 0.812 -0.133 -0.151 0.128
H 4.763 3.434 2.030 -0.009 -0.295 -0.125
H 2.836 2.381 3.193 0.286 -0.225 -0.165
H 2.730 -0.095 3.407 0.263 0.301 -0.274
H 4.769 -3.536 -0.063 0.239 -0.069 0.176
H 6.610 -4.918 -0.983 0.057 0.151 0.222
H 8.766 -5.098 0.255 -0.180 0.080 0.052
H 9.106 -3.841 2.369 -0.249 0.001 -0.209
H 7.258 -2.425 3.289 -0.012 -0.338 -0.213
H 0.333 -5.291 7.347 -0.245 0.304 -0.048